[1]
87
Properties=species:S:1:pos:R:3:forces:R:3 method="wB97M-V/def2-TZVPD" homo_energy_ha=-0.298 orbital_gap_ev=8.3 largest_force_ev_per_a=3.75 e_lumo_ev=0.16 smiles="CNCC(=O)O[C@@H](CC(C)C)[PH2]=S.BrCCBr.BrCCBr.BrCCBr.BrCCBr.BrCCBr.BrCCBr.BrCCBr" mol_weight_g_mol=1538.31
C -2.87065 -2.37088 1.46677 -1.2 -0.6 -0.9
N -1.65602 -3.17042 1.79697 0.7 0.4 -0.5
C -0.40868 -2.54197 1.29764 0.0 1.3 0.6
C 0.30792 -1.65138 2.44137 1.0 -2.3 0.7
O 1.18810 -2.16256 3.14438 -2.4 2.3 -1.8
O -0.18577 -0.33257 2.56807 1.2 -1.0 -0.6
C 0.81055 0.67047 2.26987 1.1 0.3 0.6
C 1.61899 0.44895 0.90766 0.6 0.5 0.0
C 3.11941 -0.09488 1.09779 0.0 -0.3 -1.8
C 3.26350 -1.67923 0.75051 1.0 0.5 1.1
C 4.00574 0.65208 -0.04266 -0.3 -1.2 1.1
P -0.18585 2.29342 2.02815 -2.0 -1.7 -1.0
S -1.69201 1.78658 0.84823 0.3 0.4 0.0
H -3.65341 -2.38243 2.29807 1.2 0.0 -0.9
H -2.66212 -1.28962 1.19272 0.1 -1.3 0.5
H -3.35494 -2.87113 0.55049 0.4 1.0 1.2
H -1.68475 -4.09735 1.35214 -0.4 0.7 0.4
H -0.66542 -1.81185 0.46319 0.6 -1.0 0.6
H 0.34439 -3.33867 1.01487 -0.9 1.1 0.3
H 1.49924 0.72869 3.19007 -0.7 0.1 -1.5
H 1.70488 1.48686 0.41475 -0.1 -1.5 0.6
H 1.06766 -0.19478 0.13877 0.5 0.9 1.3
H 3.51357 0.09680 2.14642 -0.6 -0.1 -1.4
H 4.02137 -1.83215 -0.09895 -1.3 0.3 1.1
H 3.75883 -2.14374 1.67629 -1.0 0.2 -1.4
H 2.27214 -2.17162 0.51398 1.3 0.5 0.3
H 5.09769 0.31365 0.07554 -1.8 0.8 -0.2
H 3.86926 1.77385 0.05860 0.5 -1.3 -0.4
H 3.62651 0.22335 -1.03123 0.5 1.0 1.1
H -0.79730 2.74153 3.24888 1.1 0.0 -0.2
H 0.57346 3.30342 1.35907 0.2 -0.5 1.1
Br 7.23755 1.73708 -0.78927 0.2 0.2 0.1
C 8.23360 1.99422 0.86735 0.1 -0.1 -0.3
C 8.08522 0.80791 1.78724 0.0 0.1 0.3
Br 6.35068 0.81099 2.67506 0.1 0.0 0.0
H 7.88369 2.92734 1.30624 0.0 -0.2 0.0
H 9.27262 2.11170 0.55767 -0.1 0.0 0.1
H 8.81696 0.85394 2.59496 0.0 0.0 -0.1
H 8.17700 -0.14876 1.27426 0.0 0.2 0.0
Br 8.00677 5.82583 -1.59546 0.0 0.0 0.2
C 7.99633 6.55596 0.21183 -0.1 0.1 -0.3
C 9.39812 6.75569 0.73214 0.0 0.0 0.3
Br 10.20227 5.06616 1.27891 0.1 0.1 -0.1
H 7.40095 5.87919 0.82394 0.2 0.1 0.0
H 7.47885 7.51253 0.12800 0.1 -0.1 0.1
H 9.38932 7.36954 1.63381 -0.1 -0.1 -0.1
H 10.06897 7.20317 -0.00009 -0.2 -0.1 0.0
Br -6.64778 -2.24221 -0.88640 -0.1 0.0 0.1
C -7.60283 -3.87444 -0.40761 -0.1 0.3 -0.1
C -7.12813 -4.42874 0.91140 0.0 -0.3 0.0
Br -5.41469 -5.33776 0.72194 0.0 0.1 0.1
H -7.47589 -4.57055 -1.23636 0.0 0.0 0.2
H -8.65081 -3.57863 -0.34450 0.1 -0.1 0.1
H -7.81497 -5.19419 1.27556 0.0 0.1 -0.1
H -7.00070 -3.66634 1.67917 0.0 0.0 -0.2
Br -3.15061 -0.22856 -2.16895 0.2 -0.3 0.0
C -3.30356 -0.96810 -3.96587 -0.1 0.2 0.3
C -4.52516 -1.84304 -4.10708 0.0 -0.2 -0.2
Br -4.26231 -3.59167 -3.28498 0.1 0.1 -0.1
H -2.37168 -1.49336 -4.17201 -0.2 0.0 0.0
H -3.37859 -0.09955 -4.62143 0.0 -0.1 0.0
H -4.72294 -2.05544 -5.15883 0.0 0.1 0.1
H -5.41773 -1.41228 -3.65331 0.2 0.0 0.0
Br -6.28845 1.74908 -2.68663 -0.1 0.1 0.0
C -5.76867 3.15848 -3.92940 -0.2 -0.3 -0.1
C -4.37101 2.94023 -4.45266 0.3 0.3 0.1
Br -3.03163 3.43298 -3.12512 -0.1 -0.1 -0.1
H -5.88869 4.10519 -3.40411 0.1 -0.1 -0.1
H -6.49606 3.10371 -4.74057 0.1 0.0 0.0
H -4.17505 3.58899 -5.30753 -0.1 -0.1 0.1
H -4.17370 1.90690 -4.73411 -0.1 0.1 0.1
Br 2.31013 4.87378 0.40481 0.3 0.2 -0.1
C 2.30263 6.23516 1.80023 -0.2 -0.2 0.0
C 1.78825 7.55241 1.27712 0.1 0.3 0.1
Br 3.13823 8.46428 0.20680 -0.1 -0.1 0.0
H 3.31732 6.29363 2.19216 -0.1 0.1 -0.1
H 1.64102 5.84423 2.57488 0.0 0.1 -0.1
H 1.57059 8.23395 2.10043 0.0 -0.1 0.0
H 0.90229 7.45084 0.65147 0.1 -0.1 0.1
Br -7.78780 -8.44625 -0.29128 0.0 0.0 0.1
C -5.99552 -9.08357 0.13284 0.0 0.2 -0.2
C -5.64468 -10.30870 -0.67304 0.1 -0.2 0.1
Br -6.52245 -11.89892 0.03519 0.0 0.1 -0.1
H -5.96477 -9.25179 1.20866 0.0 -0.1 -0.2
H -5.33312 -8.25450 -0.11928 -0.1 -0.1 0.0
H -4.57678 -10.52012 -0.60494 -0.1 0.1 0.0
H -5.92884 -10.23002 -1.72168 0.0 0.1 0.2

---

[2]
104
Properties=species:S:1:pos:R:3:forces:R:3 method="wB97M-V/def2-TZVPD" homo_energy_ha="-0.284 / -0.314" de_lowest_kcal_mol=61.4 orbital_gap_ev="7.9 / 8.7" largest_force_ev_per_a=6.01 spin_multiplicity=6 e_lumo_ev="0.15 / 0.15" mol_weight_g_mol=855.95
Mn 0.99359 -0.44054 1.27890 -0.1 0.1 -0.1
N 4.17345 -0.62514 2.22890 4.5 -1.4 -0.6
O 4.80922 -1.13399 1.28894 0.8 0.1 -1.0
O 2.99570 -0.68015 2.18153 -6.0 0.4 0.6
O 4.75347 -0.19211 3.20769 0.6 1.1 1.2
O -0.54118 -0.04467 0.13016 -1.3 0.0 -0.3
H -1.42942 -0.33989 0.41018 1.0 0.2 -0.3
C -1.21150 0.81733 3.38451 -1.5 0.6 1.1
C -0.44180 -0.34026 3.91991 1.3 0.5 -0.6
N -0.23791 -1.38055 2.92249 -0.4 -1.3 -0.1
C -1.53570 -1.97137 2.51881 -1.6 -0.1 -0.9
C -1.43006 -3.07361 1.48127 0.7 -1.2 0.6
C 0.73113 -2.41192 3.39200 -0.8 0.8 2.3
C 0.37127 -3.06120 4.77522 -0.1 -0.8 -0.3
H -0.97845 1.21247 2.39574 0.1 -0.4 0.2
H -0.96844 1.55320 4.15100 -0.5 0.7 -0.3
H -2.27453 0.59734 3.48286 -0.2 0.2 -0.3
H 0.51722 0.11997 4.15777 0.6 -0.6 0.0
H -0.82556 -0.64191 4.89451 -0.4 -0.5 -0.1
H -2.11640 -2.40170 3.33472 0.3 0.2 0.7
H -2.24653 -1.26968 2.08238 0.5 0.8 0.3
H -2.28276 -3.53612 0.98420 -0.9 1.4 -0.1
H -0.68801 -2.78653 0.73627 0.1 -0.6 0.0
H -1.25467 -3.96833 2.07860 1.5 -0.3 -0.3
H 1.64281 -1.84722 3.58706 0.3 -0.3 -0.4
H 0.87096 -3.18848 2.64000 0.0 0.2 0.3
H 1.18918 -3.75778 4.95933 -0.2 -0.4 0.0
H -0.59430 -3.56617 4.80340 0.1 -0.6 -0.7
H 0.26962 -2.55413 5.73472 0.6 1.3 -0.5
O 2.30324 0.55225 -0.16866 1.7 1.2 -4.2
S 2.86744 1.06977 -1.47780 -1.4 -0.3 1.4
O 2.65044 0.28822 -2.74783 0.7 2.2 3.5
O 2.28889 2.63702 -1.60300 1.1 -2.4 0.9
C 0.82678 2.79620 -1.63202 0.7 0.3 -0.3
C 0.64077 3.24324 -3.03504 -1.7 -0.7 -0.5
C 4.65011 1.49019 -1.08325 -0.6 0.4 -1.2
H 0.48296 3.59193 -0.97119 0.7 -0.1 0.6
H 0.31270 1.87684 -1.35167 0.0 -0.1 0.0
H 1.29422 4.07217 -3.30703 0.0 -0.3 0.0
H -0.40456 3.53287 -3.14228 -0.1 0.3 -0.3
H 0.73974 2.33994 -3.63699 0.5 0.4 -0.6
H 4.80907 1.43129 -0.00652 -0.2 -0.4 -0.2
H 4.88739 2.49404 -1.43551 -0.7 0.3 0.1
H 5.32331 0.90868 -1.71313 -0.3 -0.7 0.4
O -3.51870 0.12761 -7.61336 1.7 0.3 1.0
S -2.27407 0.60028 -7.02955 0.6 -1.9 -1.5
O -2.12321 1.99810 -6.72432 -0.1 -0.7 0.6
O -1.91270 -0.43493 -5.74051 -0.6 2.7 -1.5
C -0.93818 0.19492 -4.86427 0.6 -1.0 0.5
C -0.91354 -0.67439 -3.65626 -0.3 -0.6 1.5
C -0.79170 0.16044 -8.12886 -1.2 0.9 0.9
H -1.20230 1.20896 -4.56415 -0.2 0.0 -0.4
H 0.04981 0.16702 -5.32383 0.0 0.3 -0.3
H -0.68782 -1.73063 -3.80294 0.0 0.0 -0.7
H -1.89616 -0.64208 -3.18560 -0.1 0.0 0.1
H -0.21107 -0.38667 -2.87405 0.1 0.5 -0.1
H -0.73148 -0.91810 -8.27462 -0.1 0.3 0.0
H 0.08275 0.59659 -7.64594 -0.1 -0.4 0.3
H -0.91533 0.75994 -9.03075 -0.3 -0.4 -0.1
O 1.62316 -2.14910 0.34430 1.1 -3.2 -1.1
S 2.36075 -3.42677 0.23780 2.3 0.1 -0.1
O 2.86174 -4.07338 1.45136 -1.4 1.0 -2.2
O 1.46349 -4.51622 -0.57462 0.6 1.5 0.9
C 0.82643 -4.07734 -1.79063 -1.1 -0.8 -1.4
C 1.11154 -5.15111 -2.85255 0.2 -0.3 0.9
C 3.84314 -3.33493 -1.03678 -1.8 0.0 1.5
H 1.02345 -3.10389 -2.23970 1.1 0.3 0.8
H -0.24139 -3.96983 -1.60013 -0.1 -0.4 0.3
H 0.75773 -6.13119 -2.53263 -0.8 0.1 -0.1
H 2.17455 -5.39064 -2.87959 0.3 0.7 -0.4
H 0.71443 -4.85568 -3.82369 0.1 -0.2 0.1
H 3.38971 -3.06004 -1.98911 0.2 0.0 0.1
H 4.20165 -4.36407 -1.01608 0.0 0.1 0.0
H 4.57724 -2.62239 -0.66063 -0.3 0.0 0.1
O 1.21485 1.45681 2.13811 1.4 5.2 1.2
S 1.69972 2.84837 2.47696 1.4 -1.1 2.1
O 2.28393 3.76878 1.52237 -1.6 -0.9 0.0
O 0.52705 3.54388 3.41399 0.5 -1.2 -1.3
C 0.10795 4.89290 3.16747 -1.1 1.0 0.5
C -1.23302 5.15612 3.94206 -0.2 -1.1 -1.2
C 2.96354 2.77744 3.86923 -0.9 -1.4 -1.0
H -0.01467 5.05706 2.09690 -0.1 0.0 0.0
H 0.88245 5.56970 3.52829 0.1 0.0 0.0
H -1.18251 4.99458 5.01884 0.3 0.5 -0.1
H -2.02720 4.49410 3.59693 0.4 -1.0 -0.1
H -1.79042 6.03660 3.62243 1.0 0.9 0.4
H 2.60492 1.88177 4.37647 0.2 0.3 0.6
H 2.99859 3.68727 4.46846 -0.5 -0.1 -0.3
H 3.96304 2.52406 3.51583 -0.2 0.0 -0.5
O -4.57509 -1.48111 1.32486 -0.8 1.2 -0.6
S -5.18343 -0.68925 0.26402 0.1 -2.1 -1.7
O -6.55741 -1.01308 -0.17037 2.5 1.6 1.4
O -4.94615 0.89236 0.54612 -1.4 -1.5 -0.4
C -3.60665 1.35424 0.51601 0.9 1.8 -0.1
C -3.64106 2.71009 1.20260 -0.3 0.0 0.9
C -4.10289 -0.95839 -1.20913 -1.3 0.0 0.9
H -3.20480 1.55055 -0.47801 -0.4 -0.7 -0.4
H -2.91488 0.69414 1.03930 -0.2 -0.1 0.1
H -2.73250 3.29409 1.05572 0.3 -0.4 0.3
H -3.86610 2.47046 2.24184 0.5 0.5 0.3
H -4.42747 3.41009 0.92041 -0.3 -0.5 -0.6
H -3.06335 -0.83815 -0.90417 -0.1 0.1 -0.3
H -4.47445 -0.31684 -2.00817 0.4 0.2 0.1
H -4.33876 -1.98066 -1.50481 0.2 -0.1 0.2

---

[3]
13
Properties=species:S:1:pos:R:3:forces:R:3 method="wB97M-V/def2-TZVPD" homo_energy_ha=-0.346 de_lowest_kcal_mol=152.8 orbital_gap_ev=10.2 largest_force_ev_per_a=8.16 e_lumo_ev=0.78 smiles="C1=NN2C[C@H]2CO1" mol_weight_g_mol=98.11
C -0.61000 -0.48947 -1.00951 4.8 -2.8 -1.2
C -1.42419 0.15559 0.87450 -1.7 2.4 4.9
C 1.24571 0.04891 0.72835 7.0 1.5 -3.9
C 0.75578 0.22951 -0.62926 -1.5 -1.8 -4.3
H -0.92266 0.20299 -1.78835 -1.9 -0.2 0.5
H -0.17087 -1.42943 -1.51074 -1.3 1.2 0.5
H -2.19011 -0.08381 1.72888 1.0 1.2 -1.7
H 2.44230 0.01985 0.58128 -2.5 0.6 1.3
H 0.95174 -0.67137 1.34609 -1.9 -2.4 2.6
H 1.43547 0.38323 -1.76933 -1.8 -0.4 3.8
N -0.78610 1.34233 0.99269 0.4 -4.6 -1.8
N 0.63365 1.26849 0.29418 -2.2 2.2 1.9
O -1.36072 -0.97682 0.16121 1.7 3.1 -2.6

---

[4]
10
Properties=species:S:1:pos:R:3:forces:R:3 method="wB97M-V/def2-TZVPD" homo_energy_ha=-0.367 de_lowest_kcal_mol=13.6 orbital_gap_ev=10.7 largest_force_ev_per_a=3.40 e_lumo_ev=0.71 smiles="O=CC[C@H](F)Cl" mol_weight_g_mol=110.52
C 0.58993 -0.95789 0.26391 0.3 3.4 0.2
C 0.04838 0.53413 0.47630 0.8 -0.3 -1.0
C -0.70750 0.93087 -0.85896 -0.6 -0.5 1.4
H 1.44336 -1.03154 0.89028 0.9 -0.6 0.5
H -0.52977 0.38333 1.38874 -0.6 0.8 -0.4
H 0.84061 1.32074 0.71558 -0.7 -1.3 -0.6
H -1.81592 1.11283 -0.68977 0.8 0.1 -0.5
O -0.18909 0.92293 -1.94114 -0.3 0.5 0.7
F 0.92822 -1.15261 -1.01381 0.5 -0.7 -0.7
Cl -0.60821 -2.06280 0.76887 -1.1 -1.3 0.3